Entry 1
21
Properties=species:S:1:pos:R:3 method="wB97M-V/def2-TZVPD" mol_weight_g_mol=114.14 spin_multiplicity=1 gap_ev=9.35
C 0.27685 0.50217 1.23194
N 0.97122 1.74028 0.90714
C 0.19882 2.63108 0.05187
N 0.11542 2.18911 -1.32408
H 0.72108 0.02629 2.11100
H -0.76966 0.66452 1.51017
H 0.34672 -0.24026 0.43908
H 1.25541 2.21292 1.75454
H 0.72144 3.58565 0.03590
H -0.81992 2.78386 0.40967
H 1.05360 1.93967 -1.62008
H -0.46177 1.35812 -1.43002
O 1.61011 -1.59713 -1.49016
H 1.21597 -0.89046 -2.02283
H 2.43928 -1.23710 -1.16043
O -2.49800 -1.22874 0.86247
H -1.75145 -1.76066 0.52924
H -3.19806 -1.88796 0.96102
O -0.46612 -2.97272 -0.12832
H 0.03268 -3.72660 0.22507
H 0.20163 -2.45179 -0.61371


Entry 2
21
Properties=species:S:1:pos:R:3 method="wB97M-V/def2-TZVPD" mol_weight_g_mol=114.14 spin_multiplicity=1 gap_ev=9.34
C 0.73669 -1.72682 1.58125
N 1.46793 -0.79391 0.71118
C 0.99717 -0.79101 -0.64541
N 1.05180 0.55139 -1.23066
H 1.36988 -2.08781 2.37484
H 0.32465 -2.57120 1.01675
H -0.17218 -1.21712 1.89500
H 2.46824 -0.84085 0.81189
H 1.49861 -1.51397 -1.30855
H -0.05341 -1.08810 -0.62455
H 0.38059 0.64277 -1.96380
H 1.96267 0.70514 -1.64250
O 0.17435 1.20376 2.37574
H 0.43551 1.06862 1.44780
H 0.69683 1.97848 2.61185
O -2.04353 0.81172 -2.90584
H -2.70848 0.47992 -3.53532
H -1.38303 0.11422 -3.01391
O -2.48122 2.08080 0.77783
H -1.82447 1.47769 1.15417
H -2.89861 1.51627 0.11223


Entry 3
21
Properties=species:S:1:pos:R:3 method="wB97M-V/def2-TZVPD" mol_weight_g_mol=114.14 spin_multiplicity=1 gap_ev=9.71
C -1.13942 0.13741 2.69966
N -1.10859 -0.12187 1.25495
C -0.42622 0.84243 0.44465
N -0.42262 0.63134 -1.00108
H -1.60773 -0.75163 3.20859
H -1.61890 1.17228 3.00196
H -0.08312 -0.07076 3.23384
H -2.09924 -0.24230 0.91517
H -0.83783 1.87393 0.67481
H 0.60998 0.70983 0.77430
H -1.14986 1.25530 -1.58497
H -0.53783 -0.35926 -1.27673
O -0.85263 -3.00176 -0.24772
H -0.45892 -2.37835 0.34019
H -0.38930 -2.88886 -1.07484
O 1.87682 2.81841 -1.53582
H 1.28950 2.46069 -0.79365
H 2.35507 2.05383 -1.61210
O 2.36598 -1.02081 -2.45247
H 2.78626 -1.85794 -2.71636
H 1.44859 -1.26191 -2.25237


Quick one: least stable of them? entry 3


Entry 1
16
Properties=species:S:1:pos:R:3 method="wB97M-V/def2-TZVPD" mol_weight_g_mol=101.13 spin_multiplicity=1 charge=+1 gap_ev="9.01 / 9.05"
C 1.74532 1.17325 -0.12201
C 0.19353 0.94613 -0.29826
C -0.03360 -1.43408 -0.39402
C -1.90771 -0.22122 0.43016
N 2.54357 0.23581 0.17689
N -0.44588 -0.25007 0.23641
O 2.46723 -0.98256 0.18307
H 2.14818 2.07630 -0.53190
H -0.19086 1.91448 0.19832
H -0.05662 1.19695 -1.32038
H -0.29643 -2.42685 0.06023
H 0.69352 -1.33577 -1.22028
H -2.36017 0.42731 1.31903
H -2.18562 0.28600 -0.46055
H -2.32674 -1.31887 0.58047
H 0.01229 -0.28680 1.16283


Entry 2
16
Properties=species:S:1:pos:R:3 method="wB97M-V/def2-TZVPD" mol_weight_g_mol=101.13 spin_multiplicity=1 charge=+1 gap_ev=11.12
C 3.02570 0.16927 0.41749
C -1.42980 0.25004 0.35151
C -0.64308 -0.59687 -0.31081
C -2.17536 1.35638 -0.31276
N 2.12419 0.13759 -0.38046
N 0.36657 -1.58205 0.32160
O 3.82598 0.04024 1.22571
H -1.32625 0.30382 1.45762
H -0.49787 -0.70182 -1.47744
H -1.50048 2.11052 -0.70343
H -2.91032 1.95107 0.35100
H -2.75379 1.02050 -1.19222
H 1.83428 0.83542 -1.05967
H 1.36061 -1.24651 -0.04775
H 0.08834 -2.46942 -0.03267
H 0.61126 -1.57816 1.39231


Quick one: least stable of them? entry 1